(1)
Formula: C27H40IN6O4P
Source: the OMol25 dataset
Level of theory: ωB97M-V/def2-TZVPD

Summary:
SMILES = OCCc1cc(COO)c2nc(P(O)I)cnc2c1.CCCC#N.CCCC#N.CCCC#N.CCCC#N
frontier orbital gap = 7.97 eV

Geometry (Å):
O1 -6.2727 3.8807 -5.7530
C1 -5.7751 3.7031 -4.4310
C2 -4.4870 4.5093 -4.2333
C3 -3.5253 3.7415 -3.3742
C4 -3.8789 3.5274 -2.0175
C5 -3.0570 2.8052 -1.1845
C6 -3.4469 2.6166 0.2609
O2 -3.2672 3.8067 1.0121
O3 -1.9276 3.8580 1.4776
C7 -1.8457 2.2536 -1.6880
N1 -1.0652 1.5106 -0.8688
C8 0.0183 1.0245 -1.4016
P1 1.0773 0.0694 -0.2438
O4 2.2778 -0.5265 -1.1987
I1 -0.3409 -1.8863 0.1705
C9 0.3832 1.2587 -2.7402
N2 -0.3354 1.9685 -3.5629
C10 -1.4846 2.4701 -3.0340
C11 -2.3453 3.2297 -3.8581
H1 -6.6473 3.0448 -6.0289
H2 -5.5439 2.6503 -4.2698
H3 -6.5217 3.9724 -3.6851
H4 -4.7200 5.4476 -3.7391
H5 -4.0564 4.7403 -5.2009
H6 -4.7945 3.9415 -1.6258
H7 -4.5041 2.3863 0.2969
H8 -2.8778 1.8097 0.7079
H9 -1.9266 3.2685 2.2435
H10 2.0936 -1.4401 -1.4567
H11 1.3065 0.8361 -3.1082
H12 -2.0755 3.4070 -4.8860
C12 -5.7959 -1.3629 -0.6905
C13 -6.7249 -1.7027 0.4703
C14 -7.6460 -0.5399 0.8547
C15 -6.8966 0.5968 1.3842
N3 -6.3014 1.4802 1.8117
H13 -5.1093 -0.5560 -0.4277
H14 -5.1969 -2.2300 -0.9671
H15 -6.3647 -1.0538 -1.5697
H16 -6.1336 -2.0040 1.3363
H17 -7.3480 -2.5563 0.1987
H18 -8.3637 -0.8637 1.6100
H19 -8.2224 -0.2129 -0.0124
C16 1.7730 -5.7526 2.9519
C17 2.9480 -6.2362 2.1111
C18 3.3489 -5.2351 1.0232
C19 2.3086 -5.0643 0.0121
N4 1.4909 -4.9111 -0.7787
H20 0.8701 -5.6494 2.3473
H21 1.5592 -6.4632 3.7503
H22 1.9899 -4.7896 3.4096
H23 2.7083 -7.1992 1.6568
H24 3.8126 -6.3995 2.7578
H25 4.2614 -5.5690 0.5250
H26 3.5646 -4.2626 1.4715
C20 4.1394 4.6643 -1.0151
C21 4.3237 3.3772 -1.8113
C22 4.3323 2.1256 -0.9274
C23 5.4873 2.0818 -0.0334
N5 6.4032 2.0483 0.6576
H27 4.9720 4.8296 -0.3298
H28 4.0831 5.5227 -1.6842
H29 3.2181 4.6338 -0.4305
H30 5.2509 3.4290 -2.3846
H31 3.5092 3.2795 -2.5319
H32 4.3445 1.2331 -1.5538
H33 3.4162 2.0813 -0.3352
C24 7.0952 -2.0571 4.7174
C25 6.9388 -3.5657 4.8733
C26 5.7898 -4.1338 4.0339
C27 4.4858 -3.6481 4.4844
N6 3.4654 -3.2731 4.8535
H34 6.2139 -1.5263 5.0797
H35 7.9539 -1.7027 5.2863
H36 7.2502 -1.7841 3.6721
H37 6.7811 -3.8130 5.9242
H38 7.8618 -4.0601 4.5657
H39 5.7912 -5.2238 4.0897
H40 5.9267 -3.8667 2.9839

Löwdin atomic charge list, values in e, 4 entries: -0.061, -0.252, -0.126, -0.214



(2)
Formula: C5H7NO
Source: the OMol25 dataset
Level of theory: ωB97M-V/def2-TZVPD

Summary:
relative energy (zero: lowest compared OMol25 entry of this formula, charge and spin) = 684.9 kJ/mol
frontier orbital gap = 8.65 eV

Geometry (Å):
O1 2.2842 -0.2741 0.0378
C1 1.8621 0.5552 -0.7989
C2 -0.0633 0.1467 -0.1524
C3 -1.2013 -0.5290 -0.8391
N1 -1.5304 -0.3879 0.5923
C4 -1.0150 0.9943 0.6199
C5 0.6896 -0.7754 0.7210
H1 2.6924 1.0152 -1.3828
H2 -1.7851 0.0905 -1.5319
H3 -1.0860 -1.5599 -1.1890
H4 -1.5831 1.7338 0.0413
H5 -0.7256 1.3618 1.6094
H6 0.7978 -0.5297 1.7768
H7 0.6636 -1.8414 0.4956

Löwdin atomic charge list, values in e, 4 entries: -0.077, -0.015, -0.371, -0.154



(3)
Formula: C6H12O
Source: the OMol25 dataset
Level of theory: ωB97M-V/def2-TZVPD

Summary:
relative energy (zero: lowest compared OMol25 entry of this formula, charge and spin) = 393.1 kJ/mol
frontier orbital gap = 8.63 eV

Geometry (Å):
C1 2.6173 0.6747 0.2968
C2 1.4981 -0.1575 -0.3005
O1 0.3873 -0.1308 0.5787
C3 -0.7023 -0.9180 0.1068
C4 -1.7497 -1.0231 1.2403
C5 -1.5823 -0.4045 -0.9685
C6 -1.5061 1.0597 -1.1381
H1 2.9167 0.2716 1.2686
H2 2.2891 1.7087 0.4391
H3 3.4940 0.6772 -0.3613
H4 1.8354 -1.1961 -0.4570
H5 1.2222 0.2411 -1.2914
H6 -0.3355 -1.9287 -0.1233
H7 -2.0107 -0.0200 1.5844
H8 -1.3283 -1.5835 2.0780
H9 -2.6613 -1.5209 0.8970
H10 -0.9462 1.1012 -2.0913
H11 -2.4804 1.5035 -1.3728
H12 -0.9574 1.6455 -0.3856

Löwdin atomic charge list, values in e, 4 entries: -0.073, -0.286, -0.154, -0.472



(4)
Formula: C23H40F3NO14S
Source: the OMol25 dataset
Level of theory: ωB97M-V/def2-TZVPD

Summary:
frontier orbital gap = 10.39 eV

Geometry (Å):
O1 5.6986 -1.0530 -1.5772
C1 4.8658 -1.5190 -0.9120
N1 3.9691 -2.0213 -0.2296
C2 3.7359 -3.4249 -0.5978
O2 3.2564 -3.6158 -1.9252
S1 1.8905 -4.4891 -1.7974
O3 1.7086 -5.3564 -2.8784
O4 0.8803 -3.5755 -1.4345
O5 2.3952 -5.2969 -0.5293
C3 2.9064 -4.2475 0.3809
C4 3.6576 -4.9549 1.5024
C5 3.2242 -6.3887 1.7519
O6 4.0491 -7.2573 0.9885
C6 3.3433 -8.1787 0.2131
C7 4.3063 -8.7809 -0.8151
F1 4.8685 -9.8947 -0.3587
F2 5.3020 -7.9488 -1.0695
F3 3.6998 -9.0677 -1.9482
H1 4.7211 -3.8964 -0.5623
H2 2.0025 -3.7950 0.7665
H3 3.4538 -4.3970 2.4116
H4 4.7271 -4.8996 1.3456
H5 3.4289 -6.5971 2.7997
H6 2.1621 -6.5565 1.6048
H7 2.4961 -7.7434 -0.3109
H8 2.9592 -9.0117 0.8041
O7 2.4227 2.9883 -0.1513
C8 2.3567 2.3887 -1.1906
O8 3.4831 2.2262 -1.9094
C9 3.5665 1.4100 -3.0834
C10 3.0758 2.1641 -4.3022
C11 1.0428 1.8749 -1.7331
H9 3.0433 0.4627 -2.9362
H10 4.6219 1.1664 -3.1891
H11 2.0273 2.4436 -4.2056
H12 3.1877 1.5569 -5.2011
H13 3.6449 3.0854 -4.4258
H14 0.5171 2.7013 -2.2110
H15 0.4455 1.5038 -0.9031
H16 1.1385 1.0558 -2.4408
O9 -3.0587 1.6011 3.9526
C12 -2.2791 2.4252 3.5503
O10 -1.6138 2.1801 2.4122
C13 -0.7796 3.1371 1.7409
C14 0.6138 3.1855 2.3229
C15 -1.9863 3.6871 4.3230
H17 -1.2586 4.1142 1.7169
H18 -0.7208 2.7891 0.7085
H19 0.6046 3.5103 3.3651
H20 1.2319 3.8718 1.7518
H21 1.0742 2.1978 2.2978
H22 -1.2804 3.4520 5.1185
H23 -2.9156 4.0394 4.7643
H24 -1.5896 4.4975 3.7163
O11 -1.5315 -0.5146 -0.7438
C16 -2.4624 -0.7634 -0.0238
O12 -2.8194 -2.0488 0.1506
C17 -3.8078 -2.4600 1.0963
C18 -5.2117 -2.3211 0.5439
C19 -3.2665 0.3317 0.6275
H25 -3.6787 -1.9322 2.0424
H26 -3.5964 -3.5099 1.2930
H27 -5.4520 -1.2835 0.3132
H28 -5.9432 -2.6912 1.2629
H29 -5.3090 -2.8890 -0.3817
H30 -3.9718 0.7300 -0.1034
H31 -2.5796 1.1113 0.9339
H32 -3.8073 0.0270 1.5198
O13 -2.3376 5.9014 1.3767
C20 -2.9576 6.0858 0.3638
O14 -3.4998 7.2934 0.1488
C21 -4.1319 7.6663 -1.0789
C22 -5.5719 7.1999 -1.1376
C23 -3.1946 4.9701 -0.6273
H33 -3.5465 7.3224 -1.9330
H34 -4.0995 8.7540 -1.0976
H35 -5.6465 6.1132 -1.0980
H36 -6.0465 7.5429 -2.0571
H37 -6.1285 7.5923 -0.2867
H38 -4.0153 4.3516 -0.2660
H39 -2.2928 4.3645 -0.6831
H40 -3.4181 5.3075 -1.6362

Löwdin atomic charge list, values in e, 4 entries: 0.214, -0.273, 0.196, -0.318



(5)
Formula: C22H23N2O7Ru
Source: the OMol25 dataset
Level of theory: ωB97M-V/def2-TZVPD

Summary:
expectation value of S² = 6.0269
relative energy (zero: lowest compared OMol25 entry of this formula, charge and spin) = 42.9 kJ/mol
spin multiplicity = 5
net charge = -1
frontier orbital gap (spin up / spin down) = 3.05 / 6.18 eV

Geometry (Å):
Ru1 -0.0277 0.4772 0.3063
C1 1.8420 0.3172 1.5894
C2 2.1873 -0.5689 0.5230
C3 2.0974 0.1399 -0.7049
H1 2.4699 -1.6112 0.6304
C4 1.6255 1.4737 -0.4320
C5 1.5112 1.6003 1.0185
H2 1.3212 2.5117 1.5694
H3 1.8825 0.1050 2.6508
H4 2.3967 -0.2258 -1.6785
H5 1.5145 2.2753 -1.1530
C6 -2.2298 0.3260 1.0329
C7 -1.5277 1.5219 1.4117
C8 -1.1380 2.2015 0.1981
H6 -1.3950 1.8946 2.4231
C9 -1.5596 1.3911 -0.9158
C10 -2.2422 0.2393 -0.3858
H7 -2.6864 -0.5627 -0.9694
H8 -2.6623 -0.3961 1.7172
H9 -0.6723 3.1786 0.1279
H10 -1.4638 1.6682 -1.9603
O1 -0.1237 -1.0442 -1.8815
C11 -0.2265 -0.6504 -3.5367
C12 0.4492 -1.9918 -3.8133
C13 0.5579 0.5945 -3.7956
C14 -1.6833 -0.5957 -3.8944
C15 0.4181 -2.3008 -2.3209
H11 1.4625 -1.8906 -4.2149
H12 -0.1647 -2.6681 -4.4152
H13 -0.2732 -3.1121 -2.0548
H14 1.4059 -2.4605 -1.8701
H15 0.5206 0.8287 -4.8728
H16 1.6068 0.4696 -3.4967
H17 0.1304 1.4446 -3.2441
H18 -1.7966 -0.7353 -4.9828
H19 -2.1094 0.3783 -3.6235
H20 -2.2394 -1.3890 -3.3754
O2 -0.1828 -3.2307 3.6116
C16 -0.2318 -2.0246 3.3297
O3 -0.3955 -1.4461 2.2137
C17 -0.0778 -1.1364 4.5701
C18 -0.8552 0.0122 4.7450
C19 -0.7801 0.7552 5.9456
C20 0.0623 0.3536 6.9884
C21 0.8695 -0.7758 6.7918
C22 0.8137 -1.5084 5.5875
N1 1.7453 -1.2196 7.8470
O4 1.7410 -0.5919 8.9269
O5 2.4702 -2.2148 7.6401
N2 -1.5594 1.9595 6.0820
O6 -2.2289 2.3528 5.1004
O7 -1.5332 2.5646 7.1728
H21 -1.5337 0.3390 3.9610
H22 0.0986 0.9072 7.9219
H23 1.4452 -2.3857 5.4733

Löwdin atomic charge list, values in e, 4 entries: 1.274, -0.187, -0.171, -0.201



(6)
Formula: C3H2NOS2
Source: the OMol25 dataset
Level of theory: ωB97M-V/def2-TZVPD

Summary:
relative energy (zero: lowest compared OMol25 entry of this formula, charge and spin) = 202.5 kJ/mol
net charge = -1
frontier orbital gap = 6.31 eV

Geometry (Å):
C1 -1.2294 -1.6076 0.0422
C2 2.5299 1.3395 -0.0826
C3 -2.0602 -0.5748 -0.0381
N1 1.4533 0.8946 -0.3405
O1 3.6128 1.6289 0.1414
S1 -0.3374 -2.8934 0.4034
S2 -1.5726 1.1246 0.1686
H1 -2.9931 -0.9013 -0.4706
H2 0.5965 0.9895 0.1763

Löwdin atomic charge list, values in e, 4 entries: -0.803, -0.467, -0.769, 0.163



no.,calculated total energy (a.u.)
1,-2321.2757
2,-324.4636
3,-310.9096
4,-2706.2732
5,-1582.8468
6,-1041.9075